Record 1
# C23H19F3N2O4S

A single C23H19F3N2O4S molecule (the ωB97M-V functional and the def2-TZVPD basis, OMol25).

Last column: natural (NBO) charge in e.
Positions of all 52 atoms, in Å:
O -3.559 -2.146 -1.476  -0.596
C -2.400 -1.844 -1.308  0.666
C -1.280 -2.831 -1.637  -0.173
O -0.343 -2.882 -0.570  -0.518
C 0.945 -2.904 -0.912  0.836
O 1.356 -3.107 -2.023  -0.597
C 1.893 -2.807 0.296  -0.134
C 1.219 -2.907 1.681  -0.418
C 0.434 -1.685 2.074  -0.046
C -0.955 -1.697 2.073  -0.198
C -1.671 -0.579 2.459  -0.215
C -1.008 0.575 2.839  -0.207
C 0.375 0.596 2.853  -0.220
C 1.090 -0.530 2.484  -0.172
N 2.645 -1.582 0.137  -0.592
C 2.097 -0.514 -0.479  0.681
O 0.990 -0.578 -0.997  -0.656
C 2.907 0.700 -0.520  -0.317
C 2.739 1.758 -1.371  -0.167
C 3.664 2.795 -1.146  -0.257
C 4.519 2.521 -0.124  -0.384
S 4.220 0.988 0.579  0.424
N -1.948 -0.644 -0.852  -0.652
C -2.746 0.391 -0.369  0.275
C -4.046 0.142 0.080  -0.252
C -4.830 1.149 0.602  -0.180
C -4.342 2.442 0.700  -0.239
C -3.066 2.715 0.251  -0.162
C -2.272 1.709 -0.289  -0.215
C -0.901 2.090 -0.767  0.985
F 0.070 1.731 0.097  -0.327
F -0.757 3.420 -0.919  -0.330
F -0.581 1.562 -1.958  -0.322
H -1.723 -3.821 -1.785  0.216
H -0.765 -2.528 -2.557  0.237
H 2.594 -3.645 0.185  0.232
H 0.568 -3.782 1.676  0.229
H 2.012 -3.070 2.416  0.215
H -1.479 -2.592 1.771  0.214
H -2.751 -0.607 2.465  0.219
H -1.569 1.451 3.129  0.215
H 0.901 1.488 3.156  0.213
H 2.169 -0.509 2.533  0.193
H 3.549 -1.509 0.577  0.406
H 1.984 1.769 -2.134  0.248
H 3.689 3.707 -1.714  0.232
H 5.311 3.129 0.264  0.241
H -0.938 -0.509 -0.869  0.455
H -4.436 -0.859 0.011  0.252
H -5.828 0.920 0.943  0.218
H -4.949 3.231 1.115  0.217
H -2.676 3.719 0.311  0.230

## Properties
HOMO   -8.676 eV
Orbital gap   8.9 eV
Structure (SMILES)   O=C(COC(=O)[C@H](Cc1ccccc1)NC(=O)c1cccs1)Nc1ccccc1C(F)(F)F
Electronic energy   -54319.318 eV
Energy relative to the best compared isomer or geometry (same formula, charge and spin)   0.0000 eV
Multiplicity   1

=====

Record 2
# C3H12N2O

2 unconnected molecules or ions with the total composition C3H12N2O in a non-equilibrium geometry (the ωB97M-V functional and the def2-TZVPD basis, OMol25).

Last column: natural (NBO) charge in e.
Positions of all 18 atoms, in Å:
N -1.555 1.919 1.073  -0.815
C -1.200 0.489 0.947  -0.201
C -0.754 -0.071 -0.441  -0.455
C 0.151 0.805 -1.214  -0.238
N 1.062 -0.091 -2.125  -0.813
H -2.067 2.045 0.154  0.343
H -0.662 2.473 0.973  0.350
H -0.400 0.175 1.855  0.161
H -2.047 -0.126 1.156  0.189
H -1.626 -0.307 -1.026  0.208
H -0.468 -1.169 -0.229  0.216
H -0.465 1.366 -1.961  0.200
H 0.810 1.488 -0.572  0.173
H 1.803 -0.447 -1.541  0.341
H 1.576 0.554 -2.671  0.340
O 2.212 -3.148 1.613  -0.956
H 2.100 -3.622 2.455  0.477
H 1.530 -2.334 1.555  0.479

## Properties
HOMO   -9.651 eV
Orbital gap   10.3 eV
Structure (SMILES)   NCCCN.O
Electronic energy   -8331.676 eV
Energy relative to the best compared isomer or geometry (same formula, charge and spin)   1.6457 eV
Multiplicity   1

=====

Record 3
# C18H13Br2InN2O2

A molecular structure, C18H13Br2InN2O2 (the ωB97M-V functional and the def2-TZVPD basis, OMol25).

Last column: Löwdin charge in e.
Positions of all 38 atoms, in Å:
In 0.016 -0.046 -0.086  1.206
Br -1.091 -5.959 -3.176  0.924
C -0.835 -4.340 -2.285  -0.632
C -1.879 -3.750 -1.577  -0.042
C -1.636 -2.554 -0.942  -0.054
N -0.436 -1.957 -0.990  0.007
C 0.587 -2.511 -1.670  -0.168
C 0.409 -3.711 -2.328  -0.011
C 1.875 -1.764 -1.668  -0.168
C 3.008 -2.207 -2.321  -0.011
C 4.172 -1.441 -2.273  -0.632
Br 5.710 -2.028 -3.150  0.924
C 4.176 -0.241 -1.568  -0.042
C 3.014 0.145 -0.939  -0.054
N 1.900 -0.600 -0.990  0.007
H -2.853 -4.213 -1.526  0.131
H -2.410 -2.049 -0.379  0.139
H 1.212 -4.175 -2.881  0.119
H 3.014 -3.136 -2.871  0.119
H 5.062 0.374 -1.513  0.131
H 2.959 1.068 -0.377  0.139
C -0.608 1.064 4.032  0.023
C -0.682 1.179 2.545  -0.287
O -0.122 0.199 1.928  -0.068
C -1.318 2.282 1.910  -0.094
C -1.887 3.288 2.742  0.001
C -2.514 4.382 2.224  -0.038
C -2.610 4.532 0.834  -0.002
C -2.077 3.587 -0.012  0.016
C -1.428 2.457 0.495  -0.274
O -0.954 1.622 -0.442  -0.147
H -0.083 0.150 4.292  0.102
H -1.606 1.037 4.472  0.116
H -0.078 1.914 4.465  0.116
H -1.820 3.186 3.816  0.119
H -2.936 5.130 2.879  0.124
H -3.107 5.397 0.414  0.130
H -2.142 3.689 -1.086  0.134

## Properties
HOMO   -14.516 eV
Net charge   +2
Orbital gap   7.1 eV
Electronic energy   -171197.237 eV
Energy relative to the best compared isomer or geometry (same formula, charge and spin)   0.0000 eV
Multiplicity   1

=====

electronic energy of number 1 (C23H19F3N2O4S)? -54319.318 eV

=====

What is the formula in the third record? C18H13Br2InN2O2

=====

Which value of electronic energy does entry 3 give? -171197.237 eV